DFT (the ωB97M-V functional and the def2-TZVPD basis) results for C39H47CrN7O3P2 as an isolated structure in a non-equilibrium geometry.

The geometry in XYZ format:
```
99
Properties=species:S:1:pos:R:3:mulliken_spin:R:1
Cr -1.96034 -0.60724 -0.64227 2.266
O -0.03074 -0.94352 -0.91829 0.034
C 0.49760 -1.93157 -1.48352 0.022
C 3.74391 -1.77594 -2.99815 -0.089
C 3.33899 -3.19350 -3.34070 0.482
C 2.12934 -3.83878 -3.49667 -0.204
C 0.73729 -3.60314 -3.31654 0.535
C -0.04655 -2.70697 -2.52695 -0.038
C -1.46167 -2.75903 -2.67492 0.010
N -2.32705 -2.13486 -1.93781 0.015
C -3.73785 -2.40440 -2.15748 0.013
C -4.54222 -1.20236 -1.63921 -0.019
N -3.90158 -0.84350 -0.39042 -0.031
C -4.52255 -1.19648 0.69580 -0.024
C -3.91059 -1.35073 1.98246 -0.006
C -4.70986 -1.47156 3.13078 -0.019
C -4.16504 -1.69662 4.37196 0.019
C -2.77714 -1.81038 4.49985 -0.019
C -1.96627 -1.72192 3.39449 0.026
C -2.49472 -1.50535 2.10035 -0.022
O -1.70807 -1.48476 1.07129 -0.044
H 4.59670 -1.52650 -3.64887 0.051
H 4.19474 -3.80024 -3.61456 0.018
H 2.27880 -4.82162 -3.93967 0.004
H 0.13708 -4.31186 -3.87890 0.040
H -1.83842 -3.44281 -3.44154 -0.006
H -4.03203 -3.28275 -1.56879 -0.004
H -3.96833 -2.60678 -3.21063 -0.002
H -5.59310 -1.48596 -1.51005 -0.005
H -4.48999 -0.37342 -2.34889 0.006
H -5.57858 -1.47085 0.63139 -0.001
H -5.78390 -1.36443 3.02177 0.001
H -4.80157 -1.77042 5.24377 0.001
H -2.33890 -1.95959 5.47927 -0.001
H -0.89109 -1.79732 3.48780 0.001
N -3.06186 2.19258 -0.72972 0.005
P -1.99233 1.54005 0.47687 -0.083
C -0.89831 3.01843 0.53783 -0.003
C -0.13468 3.24460 -0.60705 -0.001
C 0.65207 4.37705 -0.71838 -0.004
C 0.67574 5.30837 0.31245 0.000
C -0.08498 5.09228 1.44993 -0.001
C -0.87154 3.95352 1.56539 0.001
C -3.01664 1.80744 1.95195 0.014
C -2.40005 1.60252 3.18640 -0.006
C -3.13005 1.69304 4.35788 -0.003
C -4.48577 1.98650 4.30941 0.000
C -5.10356 2.19096 3.08660 0.002
C -4.37552 2.09831 1.91006 -0.006
C -2.78132 1.86407 -2.03452 0.023
C -3.14168 2.70629 -3.08485 -0.004
C -2.84475 2.34771 -4.38500 0.003
C -2.15483 1.15703 -4.59244 -0.002
C -1.83744 0.37537 -3.50694 0.053
N -2.17336 0.67196 -2.23648 -0.094
H -3.32590 3.16321 -0.60849 0.000
H -0.16730 2.51599 -1.40907 0.009
H 1.23880 4.54483 -1.61320 0.000
H 1.27873 6.20271 0.22534 0.000
H -0.08301 5.82463 2.24717 0.000
H -1.47909 3.80616 2.44741 0.000
H -1.34336 1.35803 3.20884 -0.002
H -2.65089 1.51905 5.31199 -0.002
H -5.06503 2.03689 5.22212 0.000
H -6.16263 2.41274 3.04936 0.000
H -4.87175 2.23908 0.95866 -0.004
H -3.64641 3.63848 -2.87059 0.000
H -3.11731 2.98894 -5.21081 0.000
H -1.86600 0.84031 -5.58365 0.001
H -1.28728 -0.54584 -3.63333 -0.003
C 6.85130 0.48950 0.20329 -0.002
N 5.65303 0.61066 1.00096 0.002
C 5.82551 1.36604 2.22891 -0.001
P 4.21593 -0.21804 0.79408 -0.019
O 3.10290 0.54331 1.37433 0.033
N 4.26114 -0.39566 -0.90352 0.145
C 4.04333 0.83135 -1.64989 -0.022
C 4.18961 -1.61537 -1.56694 0.851
N 4.36660 -1.72593 1.46817 0.001
C 3.16476 -2.48859 1.77174 0.002
C 5.57911 -2.51394 1.40868 0.002
H 7.65480 -0.02699 0.74398 0.000
H 7.21788 1.48698 -0.06326 0.001
H 6.64267 -0.05969 -0.71225 0.007
H 6.63620 0.95279 2.84081 0.000
H 4.89422 1.33500 2.79049 0.002
H 6.06282 2.41140 2.00321 0.001
H 4.30017 1.66727 -1.00171 -0.004
H 3.00018 0.93885 -1.96353 0.015
H 4.68633 0.84387 -2.53335 0.008
H 4.58776 -2.46887 -1.04020 0.008
H 2.93370 -1.07976 -3.23917 0.030
H 1.49663 -2.22482 -1.15677 0.035
H 2.29732 -1.83041 1.73695 -0.005
H 3.24929 -2.92295 2.77246 -0.001
H 3.02085 -3.30874 1.05766 0.009
H 6.42004 -1.88590 1.12323 0.000
H 5.49540 -3.34588 0.69921 0.003
H 5.78348 -2.94168 2.39518 0.000
```

Results
HOMO-LUMO gap (alpha / beta), eV: 6.0 / 5.6
HOMO energy (alpha / beta), eV: -5.60 / -5.42
⟨S²⟩: 6.110
Largest force on an atom, hartree/bohr: 0.02767
2S+1: 5
Energy above the lowest of the compared OMol25 structures with the same formula, charge and spin, kJ/mol: 452.11